(A)
# C3H5FS

2 unconnected molecules or ions with the total composition C3H5FS (ωB97M-V/def2-TZVPD, the OMol25 dataset).

Calculated values
HOMO-LUMO gap ... 10.540 eV
Lowest unoccupied orbital energy ... 0.0324 hartree
Charge ... 0
Spin multiplicity ... 1
SMILES ... C#C.FCS
HOMO ... -9.66 eV

Bonds (Å) are listed after each position.
Positions of all 10 atoms, in Å:
1 C -2.01 -0.71 0.14  C2 1.188, H3 1.095
2 C -1.65 -0.60 1.26  C1 1.188, H4 1.052
3 H -1.89 -0.91 -0.93  C1 1.095
4 H -1.49 -0.29 2.26  C2 1.052
5 F 2.40 -0.29 -0.35  C6 1.349
6 C 1.24 0.29 0.03  F5 1.349, S7 1.843, H8 1.021, H9 1.136
7 S 0.13 0.56 -1.41  C6 1.843, H10 1.268
8 H 1.60 1.17 0.39  C6 1.021
9 H 0.63 -0.47 0.62  C6 1.136
10 H 1.02 1.24 -2.00  S7 1.268

Just the Löwdin charges please, in e? Sure, here they are: atom 1 (C): -0.07, atom 2 (C): -0.02, atom 3 (H): 0.01, atom 4 (H): 0.03, atom 5 (F): -0.09, atom 6 (C): -0.53, atom 7 (S): 0.76, atom 8 (H): 0.05, atom 9 (H): 0.06, atom 10 (H): -0.19

(B)
# C3H5FS

C3H5FS in the gas phase (ωB97M-V/def2-TZVPD, the OMol25 dataset).

Calculated values
HOMO-LUMO gap ... 10.211 eV
Lowest unoccupied orbital energy ... 0.0302 hartree
Charge ... 0
Spin multiplicity ... 1
SMILES ... C=C(F)CS
HOMO ... -9.39 eV

Bonds (Å) are listed after each position.
Positions of all 10 atoms, in Å:
1 C 1.50 -0.43 0.78  C2 1.322, H6 1.175, H7 1.129
2 C 0.62 -0.17 -0.18  C1 1.322, F3 1.384, C4 1.488
3 F 0.89 -0.44 -1.51  C2 1.384
4 C -0.73 0.40 0.10  C2 1.488, S5 1.884, H8 1.058, H9 1.078
5 S -2.05 -0.53 -0.88  C4 1.884, H10 1.334
6 H 2.47 -1.03 0.52  C1 1.175
7 H 1.32 -0.18 1.87  C1 1.129
8 H -1.03 0.35 1.11  C4 1.058
9 H -0.73 1.41 -0.26  C4 1.078
10 H -2.27 0.61 -1.54  S5 1.334

Just the Löwdin charges please, in e? Sure, here they are: atom 1 (C): 0.05, atom 2 (C): -0.45, atom 3 (F): 0.00, atom 4 (C): -0.45, atom 5 (S): 0.70, atom 6 (H): 0.11, atom 7 (H): 0.09, atom 8 (H): 0.05, atom 9 (H): 0.07, atom 10 (H): -0.15

Preferred: (B); penalty for the next structure: 2.165 eV.

(A)
# C2HClN2S

2 unconnected molecules or ions with the total composition C2HClN2S (ωB97M-V/def2-TZVPD, the OMol25 dataset).

Calculated values
HOMO-LUMO gap ... 8.113 eV
Lowest unoccupied orbital energy ... -0.0199 hartree
Charge ... 0
Spin multiplicity ... 1
HOMO ... -8.66 eV

Bonds (Å) are listed after each position.
Positions of all 7 atoms, in Å:
1 C -1.18 0.30 -0.11  N3 1.181, H7 1.057
2 C -0.21 -1.95 -0.67  S5 1.527
3 N -0.25 1.02 -0.02  C1 1.181, N4 1.209
4 N 0.70 1.72 -0.26  N3 1.209, Cl6 1.731
5 S 0.82 -2.40 0.36  C2 1.527
6 Cl 2.25 1.22 0.35  N4 1.731
7 H -2.12 0.10 0.33  C1 1.057

Just the Löwdin charges please, in e? Sure, here they are: atom 1 (C): 0.03, atom 2 (C): -0.59, atom 3 (N): -0.22, atom 4 (N): -0.42, atom 5 (S): 0.64, atom 6 (Cl): 0.48, atom 7 (H): 0.07

(B)
# C2HClN2S

2 unconnected molecules or ions with the total composition C2HClN2S (ωB97M-V/def2-TZVPD, the OMol25 dataset).

Calculated values
HOMO-LUMO gap (alpha / beta) ... 6.518 / 7.252 eV
Lowest unoccupied orbital energy (alpha / beta) ... -0.0823 / -0.0682 hartree
Charge ... 0
Spin multiplicity ... 1
HOMO (alpha / beta) ... -8.76 / -9.11 eV

Bonds (Å) are listed after each position.
Positions of all 7 atoms, in Å:
1 C -1.36 0.54 0.02  C2 1.257, H7 1.098
2 C -0.39 1.32 -0.09  C1 1.257, S5 1.634
3 N 0.01 -1.18 0.67  N4 1.143
4 N 1.03 -1.67 0.56  N3 1.143, Cl6 1.763
5 S 0.83 2.34 -0.50  C2 1.634
6 Cl 2.20 -1.34 -0.72  N4 1.763
7 H -2.32 0.00 0.06  C1 1.098

Just the Löwdin charges please, in e? Sure, here they are: atom 1 (C): 0.00, atom 2 (C): -0.80, atom 3 (N): 0.05, atom 4 (N): -0.43, atom 5 (S): 0.65, atom 6 (Cl): 0.47, atom 7 (H): 0.06

Preferred: (B); penalty for the next structure: 1.037 eV.